Entry 1:
Entry from the Open Molecules 2025 dataset: C29H32I2MgN5O2SSi as an isolated structure (ωB97M-V/def2-TZVPD).

As for the net charge: -1. For the HOMO energy, the calculation gives -4.97 eV. As for the multiplicity: 1. For the LUMO energy, the calculation gives 0.07537 hartree. The energy above the lowest of the compared OMol25 structures with the same formula, charge and spin is 14.4 kcal/mol.

Last column: Mulliken charge in e.
CARTESIAN COORDINATES (ANGSTROEM)
C (-1.24, -3.09, -2.72)  -1.048
C (0.13, 0.50, -3.66)  0.588
C (1.35, 0.39, -7.16)  -0.576
Mg (-0.47, -0.04, -0.40)  0.993
H (-1.91, -4.29, 0.16)  0.335
H (5.58, -4.40, 1.48)  0.273
C (-0.43, 3.41, 2.42)  -1.057
N (0.19, -0.13, -10.41)  -0.573
C (2.83, -4.64, 1.35)  -0.363
H (-0.55, 3.49, 3.49)  0.431
C (-5.09, 1.73, 1.70)  -0.332
H (-1.84, -1.80, 1.54)  -0.098
C (0.17, 0.12, -7.85)  0.587
C (5.01, -4.19, 2.40)  -0.624
H (3.30, -4.82, 0.38)  0.336
H (-2.15, -2.55, -2.45)  0.267
I (-6.04, 1.61, 4.56)  -0.001
H (-5.92, 2.41, 1.57)  0.355
H (0.26, -0.93, 1.94)  -0.102
C (1.33, 0.52, -5.79)  -0.512
C (-0.27, 2.16, 1.83)  1.053
H (2.24, 0.74, -5.25)  0.463
H (-0.36, -4.76, 0.79)  0.337
C (0.18, -0.02, -9.27)  0.087
H (-0.07, 2.88, -1.31)  0.300
H (0.79, 0.82, 3.09)  0.477
H (4.05, -6.12, 2.36)  0.374
C (0.13, 0.38, -5.07)  0.252
C (-0.31, 4.37, 0.25)  -0.808
C (-3.18, 0.54, 0.72)  0.301
C (-2.94, -0.01, 2.00)  0.803
H (-1.53, -4.05, -3.15)  0.449
H (3.28, -4.94, 3.43)  0.372
C (3.78, -5.07, 2.46)  -0.798
C (-0.16, 3.09, -0.25)  -0.183
S (3.03, -0.71, 2.22)  -0.519
H (5.67, -4.35, 3.25)  0.376
H (-1.78, -1.28, 3.25)  0.463
C (-4.83, 1.16, 2.93)  -0.388
C (-1.77, -0.92, 2.20)  -0.683
H (-0.92, 1.01, 3.50)  0.317
N (-0.50, -0.28, 1.89)  -0.184
C (-0.90, -4.60, -0.13)  -1.302
H (1.88, -3.28, -2.69)  0.330
O (0.10, -1.91, -0.44)  0.519
H (1.41, -4.94, -2.34)  0.331
H (-1.94, -0.25, -7.68)  0.419
C (-0.22, 0.91, 2.66)  -1.313
H (-1.97, -0.01, -5.22)  0.512
C (3.39, -2.34, 2.03)  0.278
C (1.52, -3.94, -1.91)  -0.978
N (4.60, -2.80, 2.41)  -0.173
O (-2.46, 0.28, -0.29)  -0.750
Si (-0.10, -3.28, -1.24)  0.389
H (1.90, -5.21, 1.37)  0.150
H (-3.53, -0.14, 4.04)  0.372
H (-0.75, -2.50, -3.50)  0.123
C (-3.75, 0.30, 3.08)  -0.566
C (0.11, 0.59, -2.44)  -1.387
I (-4.65, 2.32, -1.21)  -0.009
N (2.52, -3.23, 1.52)  0.264
H (2.31, -3.98, -1.15)  0.100
H (5.19, -2.10, 2.83)  0.224
H (1.71, -2.82, 1.04)  -0.199
C (-1.04, 0.10, -5.77)  -0.442
C (-0.45, 4.53, 1.62)  -0.300
H (2.28, 0.51, -7.71)  0.424
H (-0.58, 5.51, 2.05)  0.409
H (-0.98, -5.56, -0.64)  0.429
C (-4.28, 1.43, 0.62)  -0.590
H (-0.33, 5.21, -0.43)  0.427
N (-0.14, 2.02, 0.52)  0.115
C (-1.03, -0.03, -7.14)  -0.546



Entry 2:
Entry from the Open Molecules 2025 dataset: one molecule with the formula C29H32N4O3S (ωB97M-V/def2-TZVPD).

As for the net charge: 0. For the HOMO energy, the calculation gives -7.56 eV. As for the multiplicity: 1. For the LUMO energy, the calculation gives 0.01349 hartree. The energy above the lowest of the compared OMol25 structures with the same formula, charge and spin is 4.7 kcal/mol. The structure (SMILES) is COc1ccccc1N1CCN(C(=O)c2ccc3c(c2)NC(=O)[C@@H](CSCc2ccccc2C)N3)CC1.

Last column: Mulliken charge in e.
CARTESIAN COORDINATES (ANGSTROEM)
C (3.53, -0.81, -2.54)  -0.488
O (-3.38, -1.29, 1.37)  -0.134
C (-7.19, -0.58, -0.17)  -0.738
H (3.82, -0.95, 0.76)  -0.195
H (-5.67, -2.43, 2.19)  0.393
H (2.43, -4.23, -0.45)  0.372
S (5.89, -1.26, -0.38)  -0.222
C (4.77, -2.47, -1.20)  -1.131
H (1.37, 3.12, -2.16)  0.522
H (-1.89, 0.54, 1.25)  0.083
H (5.33, -2.79, -2.07)  0.492
H (4.65, -3.31, -0.52)  0.368
C (4.86, -0.83, 1.06)  -0.213
C (2.14, -3.28, -0.01)  -1.762
C (3.03, 2.36, -1.04)  -0.699
H (0.17, -1.74, -0.96)  0.450
C (0.77, 2.54, -0.20)  0.445
C (4.25, 0.86, 2.73)  -0.059
H (2.39, 1.43, 3.28)  0.235
H (-2.14, -2.23, 2.62)  0.274
C (-4.79, -0.17, -0.20)  0.568
N (3.00, 1.32, 2.48)  -0.105
C (1.70, 2.71, -1.22)  -1.148
H (3.74, 2.48, -1.84)  0.375
H (-2.34, -1.04, -0.61)  0.599
C (1.12, -1.47, -1.40)  -0.678
C (2.53, 1.74, 1.23)  0.806
C (2.39, -0.14, -2.93)  -0.881
C (-6.08, 0.05, -0.70)  -0.501
N (4.78, 1.57, 0.44)  -0.223
C (1.21, 2.07, 1.04)  -0.319
N (-1.62, 2.20, 0.03)  0.144
H (-4.84, 2.26, -1.03)  0.512
H (5.38, 1.50, -0.37)  0.370
H (2.76, -3.11, 0.87)  0.322
C (-0.62, 3.02, -0.39)  0.153
H (5.10, -1.51, 1.89)  0.631
H (-2.97, 3.74, -0.23)  0.596
H (-3.52, -3.23, 2.10)  0.394
O (4.63, 0.58, 3.85)  -0.666
H (-3.44, 2.51, 0.98)  0.302
N (-3.73, 0.49, -0.82)  0.258
C (2.26, -2.17, -1.01)  0.762
C (3.46, 1.85, 0.18)  0.410
C (-2.37, 0.03, -0.79)  -1.609
H (0.52, 1.99, 1.87)  0.331
O (-0.85, 4.13, -0.84)  -0.704
H (-3.75, -1.94, 3.31)  0.366
C (-1.52, 0.78, 0.25)  0.195
H (-7.89, -1.98, 1.29)  0.399
C (-2.99, 2.67, -0.01)  -1.172
C (-3.21, -2.23, 2.41)  -1.096
H (2.44, 0.64, -3.68)  0.474
C (-7.03, -1.48, 0.87)  -0.800
H (-3.39, 2.13, -2.05)  0.307
C (3.48, -1.82, -1.59)  1.070
H (-1.94, 0.23, -1.79)  0.115
C (5.10, 0.63, 1.49)  -0.122
C (-3.80, 1.91, -1.06)  -0.887
C (-4.65, -1.09, 0.86)  0.824
H (-0.48, 0.47, 0.16)  0.196
H (-6.20, 0.72, -1.53)  0.513
H (4.49, -0.55, -2.97)  0.465
H (1.10, -3.37, 0.33)  0.418
H (-8.16, -0.38, -0.58)  0.381
H (6.16, 0.75, 1.76)  0.388
C (1.18, -0.47, -2.35)  -0.412
C (-5.77, -1.73, 1.37)  -0.661
H (0.28, 0.05, -2.64)  0.346



Entry 3:
Entry from the Open Molecules 2025 dataset: a 14-piece molecular cluster, C29H33BCl40N2O10P2 overall (ωB97M-V/def2-TZVPD).

As for the net charge: 0. For the HOMO energy, the calculation gives -9.49 eV. As for the multiplicity: 1. For the LUMO energy, the calculation gives -0.02163 hartree.

Last column: Mulliken charge in e.
CARTESIAN COORDINATES (ANGSTROEM)
C (-0.50, -0.38, -3.02)  -1.586
Cl (-5.68, -5.54, 2.55)  -0.106
O (5.23, -0.27, -0.13)  -0.761
H (4.40, -0.35, 10.16)  0.332
C (-4.76, 1.85, -3.41)  0.701
C (-4.39, -3.69, -1.81)  -0.109
H (-2.89, 0.09, 0.82)  0.183
H (0.25, -5.10, -2.59)  0.515
O (0.28, 3.35, -2.93)  -0.673
P (2.27, 0.15, 0.18)  -0.701
H (-0.46, -2.87, -2.25)  -0.804
C (3.00, 6.18, 5.06)  0.017
H (-1.20, 0.39, -3.35)  0.867
H (0.65, 3.61, 3.95)  0.023
Cl (-0.79, 0.22, 10.94)  -0.102
C (-7.34, -5.48, 1.95)  -0.011
H (-0.68, -3.79, 3.26)  0.393
H (0.27, 1.65, 9.42)  0.159
C (0.92, -0.80, -0.78)  1.517
H (-3.42, -1.71, 0.94)  0.299
Cl (2.75, -1.55, 11.31)  -0.117
H (3.69, -4.61, -0.39)  0.473
O (-0.01, -0.90, 2.85)  -1.024
Cl (3.42, 7.15, 6.47)  -0.129
Cl (-3.91, -6.41, -6.61)  -0.120
O (0.19, -0.76, -4.22)  -0.317
H (1.56, 5.34, -3.08)  -0.355
H (3.18, -2.30, 0.01)  0.415
O (4.06, -0.79, -2.32)  -0.605
Cl (-4.64, 0.58, 5.86)  -0.135
Cl (-3.85, 0.37, -3.09)  -0.006
Cl (-1.67, 5.39, 0.94)  -0.040
O (-1.55, 1.67, -1.39)  -0.473
N (2.01, -5.01, -1.52)  -0.629
N (1.39, -1.48, -3.99)  0.588
H (3.15, -1.06, -2.54)  0.261
Cl (2.95, 6.75, -1.82)  -0.140
C (2.78, -4.19, -0.81)  -0.856
Cl (4.17, 2.30, -5.90)  -0.052
H (3.91, 5.85, 4.59)  0.301
Cl (-2.90, -3.25, -2.67)  -0.015
H (-1.59, 5.77, -1.37)  0.060
Cl (-1.54, 4.44, 4.02)  -0.153
Cl (-1.92, 2.46, 9.47)  -0.132
Cl (2.09, 7.14, 3.89)  -0.101
C (3.43, -0.75, 9.89)  -0.015
C (0.89, -4.45, -2.00)  -0.793
Cl (2.40, 0.60, 9.38)  -0.072
Cl (3.60, 5.26, -4.22)  0.053
Cl (8.26, 6.21, -6.98)  -0.132
C (-0.67, 0.96, -1.01)  -0.601
H (-4.32, 2.64, -2.83)  -0.402
H (-1.75, -3.41, 1.89)  0.007
H (0.20, -1.51, 3.57)  0.238
H (-1.49, -5.71, 1.50)  0.307
H (-5.06, -2.84, -1.83)  0.349
C (-0.70, 1.18, 9.46)  0.080
C (-2.37, 5.82, -0.62)  0.216
H (0.14, -5.75, 2.26)  0.320
C (-1.60, -1.33, -0.11)  1.282
Cl (-0.42, 2.22, 5.50)  0.005
C (-3.14, -7.57, -5.53)  -0.049
Cl (-5.18, -5.04, -2.60)  -0.102
C (-2.70, -0.96, 0.61)  -1.143
Cl (-4.39, -2.31, 5.72)  -0.144
C (4.04, 2.66, -7.63)  -0.109
H (7.86, 6.29, -4.68)  0.328
Cl (-0.51, 2.10, 2.61)  0.035
C (0.49, -3.14, -1.80)  0.472
O (-0.48, 0.70, 0.32)  0.390
Cl (3.89, 4.39, -7.92)  -0.083
C (-0.33, 3.16, 3.99)  0.156
Cl (0.84, 2.07, -5.08)  -0.131
H (4.93, 2.31, -8.12)  0.361
H (-3.19, -0.81, 7.05)  0.158
C (-3.55, -0.79, 6.03)  0.090
C (1.31, 1.25, -2.44)  -1.237
C (-0.76, -3.77, 2.17)  -0.038
C (1.31, -2.27, -1.07)  0.643
Cl (3.65, -1.90, 8.57)  -0.118
Cl (-4.64, 2.29, -5.11)  -0.142
C (0.73, 2.32, -3.34)  0.171
Cl (1.56, 7.33, -4.31)  -0.152
O (4.29, 1.64, -1.52)  -0.419
C (-0.55, -5.18, 1.63)  -0.981
O (1.56, -2.28, -4.81)  -0.520
H (-7.83, -6.40, 2.23)  0.333
Cl (-3.00, 7.46, -0.60)  -0.145
Cl (-4.02, -4.08, -0.13)  0.034
Cl (-7.36, -5.36, 0.19)  -0.096
H (-1.75, -2.04, -0.91)  -1.358
Cl (2.66, 1.79, -8.32)  -0.122
C (2.47, -2.85, -0.59)  0.190
Cl (-0.89, 0.16, 8.04)  -0.040
H (2.71, -0.70, 1.21)  0.229
H (2.10, 0.75, -3.01)  0.773
C (0.37, 0.16, -1.89)  2.142
C (-0.23, -0.77, 0.28)  -0.561
C (2.32, 6.07, -3.33)  0.692
H (-2.32, -8.03, -6.06)  0.320
Cl (-8.22, -4.14, 2.68)  -0.122
H (1.82, 1.81, -1.65)  0.610
P (4.11, 0.13, -0.99)  1.282
C (7.23, 6.16, -5.55)  -0.045
Cl (6.07, 7.49, -5.59)  -0.111
H (4.75, 1.62, -2.38)  0.306
Cl (-2.49, -6.76, -4.11)  -0.023
H (-0.09, -5.10, 0.65)  0.132
Cl (-3.64, 4.67, -1.06)  -0.151
Cl (-4.27, -8.84, -5.06)  -0.123
Cl (-6.44, 1.66, -2.92)  -0.145
Cl (-2.16, -0.61, 4.95)  0.063
H (-1.14, -1.21, -2.71)  -0.361
Cl (2.08, 4.75, 5.53)  -0.076
B (0.01, -1.55, 1.66)  1.738
Cl (6.43, 4.59, -5.43)  -0.062
O (0.25, -2.91, 1.61)  -0.436



Number 1: total energy -82504.3736 eV. Number 2: total energy -53531.8010 eV. Number 3: total energy -574212.7629 eV.